(1)
{
  "formula": "C27H44BrNP2PdS",
  "method": "ωB97M-V with the def2-TZVPD basis set",
  "species": ["C", "C", "C", "C", "N", "C", "C", "C", "C", "C", "C", "C", "C", "C", "Pd", "P", "H", "H", "H", "H", "H", "H", "H", "H", "C", "C", "H", "H", "H", "H", "H", "C", "C", "H", "H", "H", "H", "H", "C", "C", "H", "H", "H", "H", "H", "Br", "P", "C", "C", "H", "H", "H", "H", "H", "C", "C", "H", "H", "H", "H", "H", "C", "C", "H", "H", "H", "H", "H", "C", "S", "C", "H", "H", "H", "H", "H", "H"],
  "coordinates": [[2.821, 4.539, -0.438], [1.762, 3.883, -1.084], [1.847, 3.685, -2.472], [3.008, 4.089, -3.148], [4.022, 4.658, -2.493], [3.949, 4.910, -1.186], [0.559, 3.503, -0.377], [-0.459, 3.192, 0.227], [-1.658, 2.655, 0.824], [-1.680, 1.351, 1.375], [-2.841, 0.714, 1.744], [-4.045, 1.395, 1.599], [-4.030, 2.752, 1.241], [-2.842, 3.382, 0.847], [-0.561, -1.267, 1.443], [1.578, -0.763, 0.539], [0.993, 3.251, -2.993], [2.724, 4.767, 0.622], [3.092, 3.924, -4.230], [4.789, 5.408, -0.680], [-2.827, 4.413, 0.523], [-0.732, 0.824, 1.527], [-4.944, 3.328, 1.216], [-2.847, -0.319, 2.107], [2.471, -2.355, 0.739], [3.669, -2.668, -0.154], [1.692, -3.121, 0.604], [2.761, -2.396, 1.801], [3.963, -3.713, 0.017], [3.446, -2.568, -1.222], [4.541, -2.046, 0.081], [1.655, -0.080, -1.172], [3.002, 0.380, -1.738], [0.957, 0.773, -1.151], [1.212, -0.835, -1.838], [2.901, 0.521, -2.824], [3.309, 1.351, -1.328], [3.811, -0.344, -1.578], [2.491, 0.543, 1.460], [4.014, 0.411, 1.515], [2.100, 0.534, 2.490], [2.200, 1.505, 1.008], [4.433, 1.213, 2.137], [4.337, -0.535, 1.966], [4.492, 0.490, 0.533], [-5.628, 0.314, 1.890], [-1.624, -1.911, -0.605], [-0.565, -2.713, -1.873], [-1.127, -3.930, -2.604], [0.368, -2.986, -1.354], [-0.291, -1.936, -2.604], [-0.343, -4.345, -3.250], [-1.452, -4.715, -1.911], [-1.969, -3.674, -3.259], [-2.894, -3.083, -0.005], [-4.181, -3.263, -0.796], [-3.126, -2.730, 1.011], [-2.369, -4.042, 0.105], [-4.836, -3.939, -0.229], [-4.722, -2.318, -0.931], [-4.012, -3.731, -1.776], [-2.467, -0.532, -1.472], [-2.988, -0.828, -2.879], [-1.749, 0.306, -1.504], [-3.296, -0.201, -0.830], [-3.529, 0.044, -3.262], [-2.176, -1.048, -3.576], [-3.696, -1.662, -2.908], [-1.280, -1.555, 4.022], [0.314, -0.716, 3.728], [-0.125, 1.005, 4.100], [-1.440, -2.192, 3.133], [-2.106, -0.858, 4.085], [-1.214, -2.147, 4.934], [-1.199, 1.083, 4.261], [0.411, 1.316, 5.006], [0.175, 1.656, 3.278]],
  "gap_ev": [5.9, 3.7],
  "multiplicity": 3,
  "homo_energy_ev": [-12.196, -14.039],
  "e_tot_ev": -133120.7170,
  "max_force_ev_per_a": 1.9,
  "charge": 2
}


(2)
{
  "formula": "C27H44IN14O3P2",
  "method": "ωB97M-V with the def2-TZVPD basis set",
  "species": ["N", "P", "C", "C", "P", "O", "I", "N", "C", "C", "C", "N", "N", "C", "C", "O", "O", "H", "H", "H", "H", "H", "H", "H", "H", "H", "H", "H", "H", "H", "H", "C", "C", "N", "H", "H", "H", "C", "C", "N", "H", "H", "H", "C", "C", "N", "H", "H", "H", "C", "C", "N", "H", "H", "H", "C", "C", "N", "H", "H", "H", "C", "C", "N", "H", "H", "H", "C", "C", "N", "H", "H", "H", "C", "C", "N", "H", "H", "H", "C", "C", "N", "H", "H", "H", "C", "C", "N", "H", "H", "H"],
  "coordinates": [[0.181, -2.645, -2.521], [-0.165, -1.216, -3.118], [1.260, -0.082, -2.825], [1.355, 0.964, -1.941], [0.001, 1.579, -0.793], [0.731, 2.820, 0.029], [-0.496, -0.161, 0.854], [2.661, 1.491, -2.067], [3.248, 0.750, -2.995], [4.719, 1.132, -3.290], [5.602, 0.361, -2.237], [7.031, 0.698, -2.366], [2.488, -0.210, -3.511], [2.861, -1.176, -4.534], [3.101, -0.509, -5.913], [3.556, -1.122, -6.832], [2.825, 0.827, -6.059], [1.115, -2.599, -2.114], [-0.401, -1.334, -4.513], [-1.296, -0.661, -2.467], [1.572, 2.506, 0.412], [3.086, 2.275, -1.564], [4.956, 0.821, -4.322], [4.851, 2.218, -3.149], [5.400, -0.708, -2.385], [5.175, 0.622, -1.248], [7.326, 1.022, -1.445], [7.521, -0.191, -2.455], [3.811, -1.682, -4.301], [2.113, -1.983, -4.640], [2.470, 0.904, -6.960], [-3.936, -3.248, 1.206], [-3.038, -3.218, 2.369], [-2.329, -3.195, 3.273], [-3.415, -2.878, 0.324], [-4.265, -4.269, 1.020], [-4.804, -2.621, 1.393], [6.053, 5.133, -2.282], [4.915, 4.513, -1.588], [4.023, 4.031, -1.046], [5.774, 6.124, -2.634], [6.897, 5.220, -1.601], [6.344, 4.519, -3.134], [5.880, -4.510, -2.286], [4.942, -3.378, -2.301], [4.207, -2.494, -2.310], [6.551, -4.421, -1.433], [5.327, -5.444, -2.210], [6.466, -4.515, -3.204], [-4.244, 0.982, 1.442], [-5.195, 0.079, 0.780], [-5.939, -0.625, 0.261], [-4.323, 0.879, 2.524], [-3.225, 0.741, 1.133], [-4.463, 2.013, 1.167], [-6.859, 3.876, 3.558], [-5.567, 4.113, 2.898], [-4.558, 4.297, 2.378], [-6.852, 2.902, 4.047], [-7.042, 4.647, 4.304], [-7.660, 3.898, 2.820], [-5.918, 3.258, 7.748], [-6.393, 2.296, 6.742], [-6.766, 1.544, 5.957], [-5.007, 3.740, 7.396], [-6.679, 4.017, 7.921], [-5.710, 2.742, 8.683], [-2.556, -5.431, -2.411], [-3.733, -5.710, -1.575], [-4.657, -5.940, -0.932], [-1.649, -5.707, -1.877], [-2.615, -6.005, -3.335], [-2.515, -4.370, -2.652], [3.098, 3.983, 3.022], [3.320, 2.896, 2.058], [3.496, 2.046, 1.303], [4.047, 4.446, 3.283], [2.441, 4.734, 2.585], [2.640, 3.588, 3.921], [-7.325, -7.928, -1.081], [-7.786, -8.927, -2.058], [-8.145, -9.707, -2.821], [-6.445, -7.413, -1.464], [-8.112, -7.197, -0.898], [-7.070, -8.417, -0.143], [1.523, 4.200, 7.079], [2.793, 4.397, 6.364], [3.786, 4.552, 5.807], [1.529, 3.235, 7.582], [1.391, 4.988, 7.819], [0.693, 4.230, 6.375]],
  "gap_ev": 8.5,
  "homo_energy_ev": -11.422,
  "e_tot_ev": -82386.1429,
  "max_force_ev_per_a": 4.2,
  "charge": 1
}


(3)
{
  "formula": "C27H44N6O5PbS4",
  "method": "ωB97M-V with the def2-TZVPD basis set",
  "species": ["Pb", "O", "S", "C", "C", "C", "C", "S", "O", "C", "C", "C", "C", "C", "C", "C", "C", "C", "C", "C", "C", "H", "H", "H", "H", "H", "H", "H", "H", "H", "H", "H", "H", "H", "H", "H", "H", "H", "H", "N", "C", "C", "C", "N", "C", "C", "N", "C", "H", "H", "H", "H", "H", "H", "H", "H", "H", "H", "H", "H", "H", "H", "H", "H", "C", "C", "C", "N", "N", "C", "N", "S", "H", "H", "H", "H", "H", "H", "H", "C", "S", "O", "O", "O", "H", "H", "H"],
  "coordinates": [[-0.067, -0.475, 1.030], [-1.151, -0.972, 3.145], [-2.034, -1.921, 3.954], [-3.105, -2.713, 2.730], [-2.358, -3.281, 1.522], [-2.852, -2.701, 0.192], [-2.046, -3.267, -0.979], [-1.326, -2.008, -2.063], [-0.948, -0.810, -1.191], [-2.801, -1.469, -2.922], [-3.115, -0.120, -2.913], [-4.192, 0.326, -3.669], [-4.940, -0.569, -4.418], [-4.608, -1.918, -4.426], [-3.528, -2.373, -3.687], [-1.009, -3.300, 4.407], [-1.528, -4.200, 5.329], [-0.756, -5.285, 5.711], [0.523, -5.443, 5.193], [1.035, -4.522, 4.290], [0.269, -3.437, 3.889], [-3.824, -1.939, 2.453], [-3.639, -3.475, 3.299], [-2.466, -4.366, 1.506], [-1.282, -3.107, 1.616], [-2.784, -1.608, 0.204], [-3.910, -2.935, 0.063], [-2.639, -3.889, -1.650], [-1.190, -3.850, -0.644], [-2.544, 0.558, -2.297], [-4.441, 1.380, -3.677], [-5.776, -0.216, -5.007], [-5.181, -2.617, -5.019], [-3.258, -3.421, -3.735], [-2.518, -4.059, 5.749], [-1.145, -5.997, 6.426], [1.129, -6.282, 5.509], [2.038, -4.637, 3.903], [0.680, -2.712, 3.199], [1.771, 0.200, -1.809], [2.692, 1.372, -2.039], [3.645, 1.515, -0.864], [3.047, 2.096, 0.421], [2.274, 1.077, 1.161], [2.181, 3.325, 0.144], [1.176, 3.162, -1.001], [0.078, 2.232, -0.628], [1.887, 2.657, -2.266], [2.246, -0.598, -1.336], [1.375, -0.149, -2.680], [0.986, 0.553, -1.214], [3.267, 1.127, -2.931], [4.435, 2.196, -1.187], [4.125, 0.555, -0.661], [3.903, 2.413, 1.024], [2.161, 1.401, 2.120], [2.828, 0.223, 1.243], [2.844, 4.153, -0.116], [1.659, 3.629, 1.056], [0.762, 4.151, -1.214], [-0.685, 2.323, -1.294], [-0.314, 2.498, 0.270], [2.592, 3.426, -2.585], [1.176, 2.530, -3.088], [-6.066, 0.383, -0.740], [-5.427, 1.756, -0.521], [-4.250, 1.674, 0.400], [-3.171, 1.027, 0.140], [-2.244, 1.082, 1.151], [-2.660, 1.763, 2.187], [-1.908, 1.948, 3.310], [-4.235, 2.428, 1.974], [-6.892, 0.463, -1.445], [-6.457, -0.024, 0.194], [-5.332, -0.313, -1.149], [-6.155, 2.460, -0.120], [-5.083, 2.155, -1.477], [-1.354, 1.141, 3.574], [-2.363, 2.387, 4.095], [3.183, -3.778, -0.006], [2.160, -2.367, 0.206], [2.493, -1.414, -0.860], [2.404, -1.796, 1.535], [0.750, -2.800, 0.112], [4.216, -3.456, 0.100], [3.004, -4.178, -1.001], [2.923, -4.504, 0.760]],
  "gap_ev": 9.4,
  "homo_energy_ev": -13.927,
  "e_tot_ev": -96466.5469,
  "max_force_ev_per_a": 12.7,
  "charge": 2
}